Model A:
{"formula": "C4H9NO2", "method": "ωB97M-V/def2-TZVPD", "symbols": ["C", "C", "C", "C", "N", "O", "O", "H", "H", "H", "H", "H", "H", "H", "H", "H"], "xyz": [[1.6914, -0.2035, 0.0126], [-0.8298, -0.1268, -1.1887], [-0.6658, -0.3154, 1.3829], [-0.0487, -0.7226, 0.0512], [1.9151, 1.0451, -0.4295], [2.5338, -0.9833, 0.3855], [0.1442, -2.0744, -0.1487], [-1.7298, -0.6308, -1.5268], [-1.1478, 0.9615, -0.9024], [-0.0890, -0.0386, -1.9061], [-0.1530, 0.6230, 1.7758], [-0.4448, -1.1252, 2.2578], [-1.7626, -0.3545, 1.2265], [1.4131, 1.8207, -0.8586], [2.7757, 1.3527, -0.0447], [1.0382, -2.3842, 0.0630]], "nbo_charge": [0.68, -0.63, -0.67, 0.23, -0.85, -0.62, -0.75, 0.23, 0.19, 0.21, 0.23, 0.23, 0.22, 0.42, 0.39, 0.50], "gap_ev": 10.03, "mol_weight_g_mol": 103.12, "smiles": "CC(C)(O)C(N)=O", "e_homo_ev": -9.32}



Model B:
{"formula": "C4H9NO2", "method": "ωB97M-V/def2-TZVPD", "symbols": ["C", "C", "C", "O", "C", "O", "N", "H", "H", "H", "H", "H", "H", "H", "H", "H"], "xyz": [[0.7218, 2.2631, 0.6844], [0.6284, 0.7508, 0.5141], [-0.8027, 0.2365, 0.4973], [-0.8142, -1.1807, 0.2698], [-0.5964, -1.5572, -1.0096], [-0.6075, -0.8146, -1.9679], [-0.3755, -2.9076, -1.0701], [0.2579, 2.5965, 1.6194], [1.7676, 2.5884, 0.6974], [0.2232, 2.7805, -0.1424], [1.0908, 0.4617, -0.4320], [1.1865, 0.2354, 1.3032], [-1.2920, 0.3789, 1.4652], [-1.3924, 0.7312, -0.2789], [0.0589, -3.2117, -1.9264], [-0.0545, -3.3511, -0.2234]], "nbo_charge": [-0.61, -0.43, -0.07, -0.52, 0.88, -0.64, -0.84, 0.20, 0.22, 0.21, 0.21, 0.20, 0.19, 0.20, 0.40, 0.40], "gap_ev": 11.35, "mol_weight_g_mol": 103.12, "smiles": "CCCOC(N)=O", "e_homo_ev": -10.41}



Model C:
{"formula": "C4H9NO2", "method": "ωB97M-V/def2-TZVPD", "symbols": ["O", "C", "O", "C", "C", "C", "N", "H", "H", "H", "H", "H", "H", "H", "H", "H"], "xyz": [[-1.7964, -0.3297, 1.9897], [-1.5306, -0.6412, 0.8621], [-1.5686, -1.9346, 0.4430], [-1.0716, 0.3090, -0.2240], [0.1848, -0.1800, -0.9767], [1.5264, 0.1058, -0.2843], [1.6602, 1.3927, 0.3780], [-1.4353, -2.5130, 1.2056], [-1.8794, 0.3423, -0.9509], [-0.8832, 1.2725, 0.2443], [0.0863, -1.2374, -1.1849], [0.1266, 0.4066, -1.8948], [1.7412, -0.6548, 0.4635], [2.2641, 0.0309, -1.0896], [1.0629, 1.4058, 1.1944], [1.5128, 2.2250, -0.1754]], "nbo_charge": [-0.58, 0.79, -0.71, -0.52, -0.41, -0.22, -0.84, 0.50, 0.24, 0.23, 0.23, 0.20, 0.19, 0.19, 0.36, 0.36], "gap_ev": 10.05, "mol_weight_g_mol": 103.12, "smiles": "NCCCC(=O)O", "e_homo_ev": -9.34}



Energies, relative to the best one, in eV: model A 1.922; model B 0.000; model C 0.635.



Model A:
{"formula": "C4H9NO2", "method": "ωB97M-V/def2-TZVPD", "symbols": ["C", "N", "C", "C", "O", "O", "C", "H", "H", "H", "H", "H", "H", "H", "H", "H"], "xyz": [[0.3838, 1.8997, 1.4753], [0.0717, 1.9696, 0.0533], [-0.7659, 0.8837, -0.3997], [0.0004, -0.4297, -0.5269], [1.2096, -0.4831, -0.5532], [-0.7798, -1.5112, -0.6556], [-0.0427, -2.7301, -0.8165], [-0.5485, 1.9223, 2.0510], [0.9656, 2.7827, 1.7566], [0.9531, 1.0041, 1.7719], [0.9455, 1.9018, -0.4637], [-1.1713, 1.1192, -1.3930], [-1.6259, 0.7741, 0.2695], [-0.7789, -3.5327, -0.8481], [0.6454, -2.8667, 0.0212], [0.5379, -2.7037, -1.7423]], "nbo_charge": [-0.42, -0.61, -0.33, 0.77, -0.61, -0.50, -0.27, 0.19, 0.20, 0.17, 0.37, 0.23, 0.22, 0.20, 0.20, 0.19], "gap_ev": 10.04, "mol_weight_g_mol": 103.12, "smiles": "CNCC(=O)OC", "e_homo_ev": -9.13}



Model B:
{"formula": "C4H9NO2", "method": "ωB97M-V/def2-TZVPD", "symbols": ["C", "C", "N", "C", "O", "O", "C", "H", "H", "H", "H", "H", "H", "H", "H", "H"], "xyz": [[1.5359, 0.8321, 1.5108], [0.7699, 1.3482, 0.2937], [1.1896, -0.7422, -1.1008], [-0.0196, -0.5698, -0.7803], [-0.3507, 0.5147, -0.0598], [-1.0170, -1.4121, -1.1182], [-2.3597, -1.1406, -0.7368], [2.1624, -0.0365, 1.2770], [2.1907, 1.6222, 1.9114], [0.8263, 0.5603, 2.2972], [0.2789, 2.2924, 0.5021], [1.4793, 1.4832, -0.5428], [1.3079, -1.5804, -1.6448], [-2.9510, -1.9751, -1.1241], [-2.4558, -1.0930, 0.3508], [-2.7066, -0.2027, -1.1773]], "nbo_charge": [-0.64, -0.07, -0.80, 0.81, -0.52, -0.51, -0.25, 0.23, 0.21, 0.21, 0.18, 0.21, 0.36, 0.20, 0.19, 0.19], "gap_ev": 10.55, "mol_weight_g_mol": 103.12, "smiles": "[H]/N=C(\\OC)OCC", "e_homo_ev": -9.59}



Model C:
{"formula": "C4H9NO2", "method": "ωB97M-V/def2-TZVPD", "symbols": ["C", "C", "C", "O", "N", "C", "O", "H", "H", "H", "H", "H", "H", "H", "H", "H"], "xyz": [[-1.1708, 1.4226, -0.0585], [-0.3214, 0.2041, 0.2992], [-1.0547, -1.0983, -0.0465], [-0.3142, -2.2355, 0.3187], [1.0049, 0.2395, -0.3287], [2.2364, 0.0786, 0.2155], [3.2126, 0.1618, -0.5090], [-0.6804, 2.3494, 0.2506], [-2.1511, 1.3734, 0.4329], [-1.3462, 1.4660, -1.1390], [-0.1512, 0.1902, 1.3843], [-2.0011, -1.1504, 0.5052], [-1.3021, -1.0979, -1.1207], [0.5010, -2.2140, -0.1995], [1.2397, 0.4373, -1.3012], [2.2984, -0.1267, 1.2967]], "nbo_charge": [-0.62, -0.07, -0.07, -0.71, -0.65, 0.52, -0.62, 0.22, 0.22, 0.21, 0.21, 0.19, 0.16, 0.47, 0.41, 0.12], "gap_ev": 10.72, "mol_weight_g_mol": 103.12, "smiles": "C[C@@H](CO)NC=O", "e_homo_ev": -9.86}



Model D:
{"formula": "C4H9NO2", "method": "ωB97M-V/def2-TZVPD", "symbols": ["C", "N", "C", "C", "O", "C", "O", "H", "H", "H", "H", "H", "H", "H", "H", "H"], "xyz": [[0.2608, -1.0341, 1.9929], [0.3082, 0.1813, 1.1877], [-0.1203, 0.0035, -0.2706], [0.9139, 0.5415, -1.2686], [0.3151, 0.4559, -2.5003], [-1.5625, 0.5154, -0.4607], [-2.0674, 1.4925, -1.0464], [1.0679, -1.6367, 1.8785], [-0.0237, -0.7157, 3.0125], [-0.5821, -1.5574, 1.5435], [1.1960, 0.6732, 1.3219], [-0.2770, -1.1245, -0.3560], [1.9087, -0.0800, -1.1735], [1.2365, 1.4392, -0.7714], [-0.3048, 1.1853, -2.7785], [-2.2694, -0.3394, -0.3110]], "nbo_charge": [-0.40, -0.64, -0.16, -0.06, -0.73, 0.45, -0.53, 0.18, 0.20, 0.19, 0.36, 0.19, 0.18, 0.17, 0.50, 0.10], "gap_ev": 9.71, "mol_weight_g_mol": 103.12, "smiles": "CN[C@@H](C=O)CO", "e_homo_ev": -9.00}



Energies, relative to the best one, in eV: model A 0.082; model B 0.500; model C 0.000; model D 2.431.



Model A:
{"formula": "C4H9NO2", "method": "ωB97M-V/def2-TZVPD", "symbols": ["C", "C", "O", "N", "H", "H", "H", "H", "H", "C", "C", "O", "H", "H", "H", "H"], "xyz": [[-1.3116, 0.1173, -1.2706], [-1.6594, -0.2338, 0.1405], [-2.9185, 0.0497, 0.5489], [-0.8102, -0.7618, 0.9008], [-3.4425, 0.4533, -0.1538], [-1.1428, -0.9601, 1.8392], [-1.3769, 1.1963, -1.4097], [-0.3019, -0.2091, -1.4959], [-2.0064, -0.3651, -1.9575], [2.5191, -0.1739, 0.0734], [2.2160, 0.8725, 0.8252], [1.7191, -1.2228, -0.1910], [0.8599, -1.1117, 0.2781], [3.4788, -0.2718, -0.4185], [2.9198, 1.6674, 0.9822], [1.2574, 0.9536, 1.3087]], "nbo_charge": [-0.71, 0.60, -0.68, -0.74, 0.49, 0.37, 0.23, 0.26, 0.23, 0.17, -0.57, -0.72, 0.51, 0.17, 0.20, 0.20], "gap_ev": 8.89, "mol_weight_g_mol": 103.12, "smiles": "[H]/N=C(/C)O.C=CO", "e_homo_ev": -8.41}



Model B:
{"formula": "C4H9NO2", "method": "ωB97M-V/def2-TZVPD", "symbols": ["C", "C", "C", "O", "N", "C", "O", "H", "H", "H", "H", "H", "H", "H", "H", "H"], "xyz": [[1.6840, -1.1557, 0.2522], [0.3411, -0.2943, 0.2297], [0.0038, 1.4815, 0.4104], [-0.6239, 1.7076, 1.6470], [-0.4100, -0.8201, -0.9017], [-1.6090, -0.2610, -1.1391], [-2.1716, 0.4551, -0.3256], [1.4753, -2.1991, 0.5780], [2.4412, -0.7956, 0.9520], [2.1852, -1.2830, -0.7226], [-0.1701, -0.5521, 1.1570], [0.9648, 1.9768, 0.4314], [-0.6069, 2.0345, -0.3453], [-1.5734, 1.5355, 1.5338], [0.0322, -1.3928, -1.6119], [-2.0225, -0.4442, -2.1401]], "nbo_charge": [-0.63, -0.08, -0.05, -0.73, -0.62, 0.53, -0.65, 0.22, 0.23, 0.20, 0.20, 0.17, 0.19, 0.49, 0.40, 0.12], "gap_ev": 10.06, "mol_weight_g_mol": 103.12, "smiles": "C[C@@H](CO)NC=O", "e_homo_ev": -9.26}



Model C:
{"formula": "C4H9NO2", "method": "ωB97M-V/def2-TZVPD", "symbols": ["C", "C", "O", "C", "N", "C", "O", "H", "H", "H", "H", "H", "H", "H", "H", "H"], "xyz": [[-2.0657, -0.6954, -0.3240], [-0.6601, -0.1350, -0.4878], [-0.7983, 1.2299, -0.7875], [0.1294, -0.3530, 0.8081], [1.5377, 0.0683, 0.8006], [2.2419, 0.7811, -0.1067], [1.8613, 1.2226, -1.1827], [-2.0666, -1.7772, -0.1554], [-2.6377, -0.4800, -1.2301], [-2.5689, -0.2017, 0.5148], [-0.1492, -0.6687, -1.3041], [0.0763, 1.5076, -1.1185], [-0.3904, 0.1912, 1.6075], [0.1183, -1.4227, 1.0582], [2.0496, -0.1604, 1.6423], [3.2835, 0.9353, 0.2336]], "nbo_charge": [-0.62, 0.08, -0.74, -0.24, -0.60, 0.54, -0.65, 0.20, 0.23, 0.21, 0.17, 0.50, 0.20, 0.20, 0.39, 0.12], "gap_ev": 10.62, "mol_weight_g_mol": 103.12, "smiles": "C[C@@H](O)CNC=O", "e_homo_ev": -9.97}



Energies, relative to the best one, in eV: model A 0.820; model B 1.625; model C 0.000.